# 1
Formula: C4H9NO2
Source: the OMol25 dataset
Level of theory: wB97M-V/def2-TZVPD

Results
- energy above the lowest of the compared OMol25 structures with the same formula, charge and spin (kJ/mol) = 159.1
- SMILES = [H]/N=C(/O)[C@@H](C)CO
- spin multiplicity = 1
- maximum force (eV/Å) = 4.3
- HOMO-LUMO gap (eV) = 11.17

Geometry as XYZ:
```
16
Properties=species:S:1:pos:R:3:lowdin_charge:R:1
O -0.063 -2.349 -0.571 -0.054
O -1.995 0.917 0.751 -0.010
N -0.339 -0.209 2.003 0.173
C -0.215 0.183 -0.498 -0.278
C 0.693 -1.173 -0.647 -0.226
C -0.751 0.127 0.875 -0.415
C 0.637 1.424 -0.737 -0.049
H 1.373 1.554 0.055 0.086
H -2.245 1.213 1.640 0.091
H -1.025 0.084 -1.221 0.145
H -0.444 -2.427 0.312 0.084
H 1.518 -1.166 0.081 0.113
H 1.123 -1.150 -1.649 0.116
H -0.002 2.303 -0.765 0.083
H 1.174 1.339 -1.680 0.080
H 0.562 -0.670 2.052 0.063
```

---

# 2
Formula: C4H9NO2
Source: the OMol25 dataset
Level of theory: wB97M-V/def2-TZVPD

Results
- energy above the lowest of the compared OMol25 structures with the same formula, charge and spin (kJ/mol) = 259.7
- SMILES = C[C@@H](O)[C@H](N)C=O
- spin multiplicity = 1
- maximum force (eV/Å) = 2.7
- HOMO-LUMO gap (eV) = 10.29

Geometry as XYZ:
```
16
Properties=species:S:1:pos:R:3:lowdin_charge:R:1
O 0.450 1.440 -1.105 -0.052
O -1.395 -2.227 0.700 0.059
N 0.454 -1.168 -1.714 0.059
C -0.293 0.603 -0.211 -0.415
C -0.277 -1.761 0.765 -0.187
C -0.504 1.319 1.165 -0.025
C 0.339 -0.775 -0.293 -0.337
H -1.295 0.498 -0.621 0.144
H 0.432 -2.173 1.498 0.116
H 0.030 -0.455 -2.299 0.064
H -1.400 0.866 1.679 0.096
H 0.394 1.092 1.729 0.077
H -0.865 2.330 0.983 0.082
H 1.333 -0.645 0.143 0.126
H 1.187 1.788 -0.586 0.098
H 1.411 -0.733 -1.834 0.095
```

---

# 3
Formula: C4H9NO2
Source: the OMol25 dataset
Level of theory: wB97M-V/def2-TZVPD

Results
- energy above the lowest of the compared OMol25 structures with the same formula, charge and spin (kJ/mol) = 412.8
- spin multiplicity = 1
- maximum force (eV/Å) = 0.5
- HOMO-LUMO gap (eV) = 8.27

Geometry as XYZ:
```
16
Properties=species:S:1:pos:R:3:lowdin_charge:R:1
O -1.490 1.626 -2.182 -0.090
O 0.097 -1.626 1.383 0.027
N 2.302 -1.368 1.815 0.115
C 1.174 -0.900 1.296 -0.284
C 0.532 0.695 -0.110 -0.077
C -0.834 0.756 -0.086 -0.229
C -1.635 0.479 -1.329 -0.300
H -0.593 -1.022 0.932 0.092
H 3.091 -0.734 1.746 0.101
H 1.165 1.308 0.513 0.059
H -1.258 -0.436 -1.824 0.109
H -1.277 1.454 0.625 0.096
H 2.475 -2.285 2.230 0.111
H -2.710 0.312 -1.122 0.106
H -2.083 1.523 -2.940 0.076
H 1.044 0.217 -0.948 0.088
```

---

Number 1: LUMO energy 0.851 eV, HOMO level -10.32 eV. Number 2: LUMO energy 0.668 eV, HOMO level -9.63 eV. Number 3: LUMO energy 0.750 eV, HOMO level -7.52 eV.